(1)
{
  "formula": "C12H11N5S2",
  "method": "ωB97M-V/def2-TZVPD",
  "de_lowest_kcal_mol": 248.2,
  "smiles": "Nc1nc(CSc2ncn(-c3ccccc3)n2)cs1",
  "homo_energy_ev": -7.7660,
  "multiplicity": 1,
  "charge": 0,
  "elements": ["S", "S", "N", "N", "N", "N", "N", "C", "C", "C", "C", "C", "C", "C", "C", "C", "C", "C", "C", "H", "H", "H", "H", "H", "H", "H", "H", "H", "H", "H"],
  "positions_angstrom": [[-5.458, 0.956, 0.583], [-0.798, 1.169, -0.568], [-6.367, -1.474, 0.456], [2.772, -0.298, -0.049], [-4.014, -1.019, -0.207], [0.700, -1.319, -0.173], [1.920, 0.463, -0.358], [6.326, -0.928, 0.517], [-5.164, -0.705, 0.227], [6.783, 0.322, 0.306], [-3.720, 0.962, -0.115], [5.827, 1.476, 0.390], [-3.219, -0.118, -0.325], [4.086, -0.224, 0.159], [4.588, 1.253, 0.131], [-1.929, -0.402, -0.907], [2.033, -1.551, -0.251], [5.111, -1.125, 0.177], [0.618, 0.165, -0.471], [-1.901, -0.733, -1.853], [6.306, 2.567, -0.010], [-1.554, -1.242, -0.322], [7.968, 0.540, 0.511], [4.689, -2.089, 0.213], [3.823, 1.991, 0.120], [2.491, -2.679, 0.028], [-3.324, 1.952, 0.196], [-6.217, -2.506, 0.455], [-7.240, -1.167, 1.067], [7.052, -1.985, 0.524]],
  "mulliken_charge": [-0.20, -0.19, -0.52, 0.80, -0.56, -0.38, -0.99, -0.41, 0.54, -0.23, -0.11, -0.36, 0.08, 1.03, -0.52, -0.70, -0.27, -0.45, 0.34, 0.49, 0.20, 0.49, 0.22, 0.18, 0.39, 0.18, 0.25, 0.25, 0.23, 0.20]
}


(2)
{
  "formula": "C8H14AuN3OS2",
  "method": "ωB97M-V/def2-TZVPD",
  "de_lowest_kcal_mol": 0.0,
  "homo_energy_ev": [-6.5938, -6.6417],
  "multiplicity": 3,
  "charge": 0,
  "elements": ["Au", "S", "S", "O", "N", "N", "N", "C", "C", "C", "C", "C", "C", "C", "C", "H", "H", "H", "H", "H", "H", "H", "H", "H", "H", "H", "H", "H", "H"],
  "positions_angstrom": [[-1.913, -1.150, -1.143], [-1.913, -1.103, 1.174], [-1.913, 1.167, -1.096], [-0.404, -1.022, -3.426], [1.226, -1.325, 0.854], [0.021, -1.150, -1.143], [2.281, -1.395, -1.216], [0.370, -1.119, -2.483], [-1.913, 0.928, 3.036], [-1.913, 1.557, 0.607], [1.894, -1.198, -2.616], [-1.913, 0.597, 1.564], [3.555, -0.852, -0.796], [1.132, -1.285, -0.488], [-1.913, 3.036, 0.910], [2.272, -0.257, -3.024], [2.180, -2.057, -3.228], [-1.021, 1.509, 3.300], [-2.805, 1.509, 3.300], [-1.913, 0.044, 3.684], [-2.803, 3.521, 0.490], [-1.913, 3.260, 1.980], [-3.529, -1.150, -1.143], [1.859, -2.040, 1.190], [3.868, -1.280, 0.162], [4.333, -1.091, -1.529], [0.311, -1.412, 1.284], [-1.023, 3.521, 0.490], [3.501, 0.236, -0.692]],
  "lowdin_spin": [0.63, 0.44, 0.43, 0.06, 0.00, 0.05, 0.00, 0.03, 0.03, 0.06, 0.00, 0.09, 0.00, 0.01, 0.02, 0.00, 0.00, 0.00, 0.01, 0.01, 0.00, 0.00, 0.13, 0.00, 0.00, 0.00, 0.00, 0.00, 0.00]
}


| no. | total energy (Eh) |
| --- | --- |
| 1 | -1533.65306 |
| 2 | -1484.69876 |